Formula: C21H21F3N2
Source: OMol25
Level of theory: wB97M-V/def2-TZVPD

The LUMO energy comes out at -7.3 eV. Its highest occupied orbital energy is -14.48 eV. The gap between HOMO and LUMO is 7.150 eV. The spin multiplicity is 1. The total charge is +2.

CARTESIAN COORDINATES (ANGSTROEM)
F: -1.594014 -4.883734 1.481328
C: -0.382145 -5.022634 2.086570
F: 0.098653 -3.749328 2.249872
F: -0.558521 -5.547765 3.283167
C: 0.552832 -5.867111 1.250055
C: 0.787807 -5.415019 -0.199301
N: 0.861408 -3.939932 -0.392786
C: 2.038029 -3.313349 -0.244023
C: 2.130651 -1.947738 -0.357387
C: 0.986857 -1.205471 -0.644500
C: 1.045508 0.277266 -0.751510
C: 1.279241 1.045455 0.383513
C: 1.309974 2.417835 0.274623
N: 1.133362 3.015093 -0.911414
C: 1.037199 4.490047 -0.990776
C: -0.437127 4.944377 -0.984004
C: -1.322191 4.063211 -0.146007
C: -2.175566 3.141718 -0.740347
C: -2.964683 2.305919 0.039116
C: -2.902300 2.380505 1.421445
C: -2.057266 3.301431 2.023715
C: -1.273265 4.137249 1.244150
C: 0.905718 2.290540 -2.019621
C: 0.859910 0.920344 -1.973492
C: -0.218016 -1.879190 -0.820230
C: -0.252727 -3.246666 -0.684844
H: 1.485271 -5.957087 1.802011
H: 0.107710 -6.859883 1.209994
H: 0.012417 -5.781753 -0.862787
H: 1.742458 -5.808992 -0.531016
H: 2.905684 -3.915542 -0.021690
H: 3.091813 -1.472408 -0.233331
H: 1.420133 0.589680 1.351558
H: 1.470596 3.057745 1.127337
H: 1.535548 4.793546 -1.906243
H: 1.590097 4.902119 -0.152842
H: -0.454995 5.959433 -0.590871
H: -0.806054 4.991846 -2.005916
H: -2.261501 3.092333 -1.818612
H: -3.654182 1.621123 -0.432875
H: -3.533264 1.753959 2.034318
H: -2.031153 3.393423 3.099666
H: -0.651859 4.887438 1.719050
H: 0.757385 2.846140 -2.932984
H: 0.683499 0.365236 -2.882484
H: -1.135945 -1.359779 -1.049579
H: -1.162988 -3.811627 -0.800013

Atomic forces in eV per Å
F 0.424 -0.068 0.208
C -0.234 0.456 -0.316
F -0.107 -0.471 -0.027
F -0.055 0.070 -0.057
C -0.061 0.083 0.028
C -0.018 0.063 0.198
N -0.032 -0.046 -0.002
C 0.052 0.131 0.116
C -0.130 0.155 -0.021
C -0.029 -0.079 -0.017
C 0.026 0.092 0.064
C 0.000 -0.100 -0.128
C -0.051 -0.010 -0.024
N 0.072 -0.128 -0.097
C -0.111 0.146 -0.032
C -0.008 -0.003 0.057
C -0.014 0.009 0.069
C -0.007 -0.102 0.015
C 0.006 -0.013 0.031
C 0.010 0.010 0.055
C 0.039 0.050 0.016
C -0.041 0.039 -0.027
C 0.009 0.112 0.061
C -0.031 -0.164 0.100
C 0.081 0.007 -0.035
C 0.118 -0.042 -0.004
H 0.093 0.085 0.022
H 0.051 -0.098 0.005
H -0.089 0.011 -0.030
H -0.008 -0.130 -0.146
H -0.031 -0.159 0.005
H 0.060 0.010 0.019
H 0.008 -0.006 0.072
H 0.013 0.073 0.009
H 0.092 0.066 -0.029
H 0.031 -0.085 0.106
H 0.046 0.107 -0.078
H -0.052 -0.043 -0.083
H 0.025 0.056 -0.083
H -0.044 -0.045 -0.050
H -0.047 -0.063 0.005
H -0.005 -0.013 0.068
H 0.045 0.028 0.043
H 0.012 0.039 -0.054
H -0.012 -0.012 -0.054
H -0.035 0.081 -0.003
H -0.064 -0.098 0.025

Formula: C5H8N2
Source: OMol25
Level of theory: wB97M-V/def2-TZVPD

The LUMO energy comes out at 0.3 eV. Its highest occupied orbital energy is -9.76 eV. The SMILES is C/N=C/C1=N[C@@H]1C. The relative energy (zero: lowest compared OMol25 entry of this formula, charge and spin) comes out at 59.3 kcal per mole. The gap between HOMO and LUMO is 10.031 eV. The spin multiplicity is 1. The total charge is 0.

CARTESIAN COORDINATES (ANGSTROEM)
C: 1.046788 -0.829812 2.297539
C: 1.117284 -1.252769 0.851681
C: -0.662117 -0.156011 -1.011218
C: 0.050167 -1.040455 -0.093584
N: 0.087773 -2.235919 0.299907
N: -0.468078 1.093009 -0.917115
C: -1.142166 1.957969 -1.857913
H: 0.016778 -0.869453 2.665408
H: 1.662459 -1.483938 2.924275
H: 1.412530 0.196778 2.415286
H: 2.125928 -1.386947 0.455727
H: -1.316369 -0.626132 -1.759816
H: -1.610597 1.425033 -2.698895
H: -0.412293 2.675595 -2.244832
H: -1.908087 2.533054 -1.326451

Atomic forces in eV per Å
C -0.043 -0.013 0.036
C 0.277 0.125 0.144
C 0.061 0.234 0.050
C 0.064 -0.355 0.136
N -0.151 0.390 -0.257
N -0.059 -0.425 -0.093
C -0.083 0.132 -0.124
H 0.125 0.012 -0.072
H -0.094 0.078 -0.079
H -0.046 -0.150 -0.017
H -0.140 -0.013 0.062
H 0.066 0.093 0.098
H 0.041 0.042 0.150
H -0.134 -0.088 0.022
H 0.116 -0.062 -0.056

Formula: C6H12NO
Source: OMol25
Level of theory: wB97M-V/def2-TZVPD

The LUMO energy comes out at -4.1 eV. Its highest occupied orbital energy is -13.04 eV. The SMILES is C=CCC[C@H]([NH3+])C=O. The relative energy (zero: lowest compared OMol25 entry of this formula, charge and spin) comes out at 70.3 kcal per mole. The gap between HOMO and LUMO is 8.941 eV. The spin multiplicity is 1. The total charge is +1.

CARTESIAN COORDINATES (ANGSTROEM)
O: -2.371961 -0.601370 -2.051623
C: -1.998132 -0.976976 -1.020527
C: -0.538308 -0.803081 -0.567006
C: 0.327229 0.316415 -0.589482
C: -0.228771 1.431830 0.319369
C: 1.809517 1.599129 1.850280
C: 0.441788 1.412272 1.719148
N: 0.115941 -2.039741 -1.081223
H: -2.787202 -1.421611 -0.247650
H: -0.636619 -0.981324 0.578184
H: 0.779674 0.720214 -1.508391
H: 1.387566 0.015478 -0.200975
H: -0.099550 2.394433 -0.117935
H: -1.327360 1.413415 0.215976
H: 2.233944 1.674196 2.761966
H: 2.574395 1.848417 1.113785
H: -0.323263 1.217428 2.518494
H: -0.002061 -2.250085 -2.080122
H: -0.401744 -2.901606 -0.724614
H: 1.044916 -2.067433 -0.887655

Atomic forces in eV per Å
O -0.885 0.801 -3.147
C -0.994 0.097 3.249
C -1.700 -3.375 3.420
C 4.458 3.204 -0.576
C 0.289 -0.295 0.062
C -3.972 -0.094 -1.996
C 0.961 0.082 -0.715
N -4.480 -2.665 -1.120
H 1.703 0.409 -1.005
H 0.205 -0.199 -1.589
H -1.395 -0.123 -0.608
H -1.926 0.017 0.187
H 0.836 0.763 -0.508
H 0.151 -0.466 1.045
H 0.980 -0.142 3.230
H -0.813 -0.235 -0.659
H 1.553 0.390 -0.253
H 0.177 1.007 -0.311
H 1.171 1.138 0.225
H 3.680 -0.313 1.067

Formula: C4H36N2O14
Source: OMol25
Level of theory: wB97M-V/def2-TZVPD

The LUMO energy comes out at 0.0 eV. Its highest occupied orbital energy is -9.13 eV. The relative energy (zero: lowest compared OMol25 entry of this formula, charge and spin) comes out at 86.6 kcal per mole. The gap between HOMO and LUMO is 9.120 eV. The spin multiplicity is 1. The total charge is 0.

CARTESIAN COORDINATES (ANGSTROEM)
C: 0.132728 -1.736782 0.593099
C: -0.056167 -0.703676 -0.454116
N: -0.806888 0.423836 -0.288498
C: -1.602503 0.564909 0.944160
C: -2.059530 2.085609 0.954294
N: -3.544386 2.195732 0.967983
O: 0.619234 -0.754082 -1.513195
H: 0.655013 -2.611536 0.154078
H: 0.593731 -1.518217 1.573807
H: -0.856066 -2.196564 0.937689
H: -0.683823 1.201396 -0.937722
H: -2.379691 -0.204362 0.909305
H: -0.889576 0.457679 1.792337
H: -1.775788 2.622553 1.915299
H: -1.622546 2.611448 0.025113
H: -3.940300 2.119028 1.890169
H: -3.978095 1.515355 0.321475
H: -3.684018 -0.067314 -3.755836
H: -2.255888 -0.236773 -3.006309
O: -3.208412 -0.320012 -2.942581
H: 1.329978 1.544181 3.011091
H: 1.456490 3.174059 2.976065
O: 1.098741 2.393583 2.575064
H: 0.263009 -0.570277 -3.183590
H: -0.045544 -0.337322 -4.776209
O: -0.218805 -0.092198 -3.875540
H: -4.087532 -0.805328 -0.493938
H: -3.021517 -1.566953 -0.898754
O: -3.423027 -1.345414 -0.042498
H: -2.895549 -3.344693 2.251095
H: -3.014605 -1.985379 2.213499
O: -2.295893 -2.592985 2.459790
H: 2.442406 3.347324 0.235450
H: 1.426728 2.484495 0.933679
O: 1.548900 3.009148 0.070981
H: 2.088379 -0.632841 3.110005
H: 1.040120 -0.643650 4.157975
O: 1.357133 -0.104744 3.430197
H: 3.672054 -1.584957 0.651908
H: 2.662060 -2.418534 1.230180
O: 3.258686 -1.706805 1.519827
H: 0.554220 2.547407 -3.467756
H: 0.783266 3.722531 -2.472777
O: 0.236978 3.404982 -3.194102
H: 3.209828 0.277975 -3.041048
H: 4.304395 -0.625031 -2.500281
O: 3.934595 -0.276175 -3.324897
H: 1.898838 -1.706434 -1.760928
H: 3.031119 -2.757788 -2.276318
O: 2.755591 -2.140506 -1.581128
H: -0.248946 -2.734098 4.144054
H: 1.161867 -3.219214 3.733809
O: 0.686084 -2.555431 4.217035
H: 1.214298 0.672692 -2.144576
H: 1.557666 2.185330 -1.638141
O: 1.620938 1.534806 -2.329786

Atomic forces in eV per Å
C -1.751 -2.558 0.875
C 0.740 2.869 -0.764
N 0.513 -2.550 0.987
C 1.720 2.309 0.177
C -1.221 -0.246 0.574
N 0.356 -0.102 -1.336
O -0.492 -0.992 0.330
H -0.028 0.755 0.005
H -0.097 0.834 -0.800
H 0.978 0.892 -0.612
H -0.064 -0.464 0.075
H 0.242 0.934 0.474
H -0.605 -0.294 -0.341
H 0.321 -0.709 -1.469
H -0.729 -0.535 1.608
H 0.049 -0.224 0.052
H 0.299 0.671 0.731
H 1.027 -0.109 0.519
H 0.399 0.366 -0.933
O -1.249 -0.276 0.477
H 0.073 0.411 0.357
H 0.400 0.175 0.630
O -0.599 -0.747 -0.653
H 0.029 -0.255 -0.654
H 0.513 -0.519 -0.188
O -1.114 0.700 0.415
H -0.570 0.342 0.707
H 0.700 -0.578 0.298
O -0.833 -0.385 -1.597
H 1.229 -0.414 0.393
H 0.789 1.053 0.107
O -2.057 -0.779 -0.327
H -0.206 0.093 -0.425
H -0.344 0.861 -1.102
O 0.529 -0.573 1.124
H 0.549 -0.088 -0.546
H -0.317 -0.129 0.173
O 0.103 0.475 0.057
H 0.258 0.512 0.100
H 0.002 0.201 0.481
O -0.307 -0.694 -0.616
H 0.490 -0.367 0.337
H 0.066 -0.197 -0.164
O -1.290 1.510 -0.482
H -0.403 0.570 0.219
H -0.336 0.085 -0.323
O 0.774 -0.327 -0.130
H 0.136 -0.242 -0.140
H -0.471 0.574 0.159
O 0.884 -0.900 0.539
H -0.440 -0.248 -0.273
H 0.139 -0.557 -0.303
O 0.098 0.450 0.700
H -0.011 0.673 0.776
H -0.115 -0.296 1.230
O 1.243 -0.961 -1.506